{"formula": "C3H4N2O", "method": "wB97M-V/def2-TZVPD", "symbols": ["N", "C", "N", "O", "C", "C", "H", "H", "H", "H"], "coordinates": [[1.467, 0.023, 0.508], [0.073, -0.396, 0.899], [-0.609, -0.186, 1.882], [-1.991, 1.078, -0.141], [-1.354, 0.408, -0.932], [-0.189, -0.369, -0.567], [2.097, -0.770, 0.501], [1.742, 0.765, 1.140], [-1.699, 0.238, -1.970], [0.462, -0.790, -1.321]], "nbo_charge": [-0.78, 0.19, -0.14, -0.50, 0.28, -0.18, 0.39, 0.39, 0.13, 0.22], "gap_ev": [8.4, 7.3], "de_lowest_kcal_mol": 127.1, "e_lumo_ev": [-1.12, -1.25]}


{"formula": "C3H4N2O", "method": "wB97M-V/def2-TZVPD", "symbols": ["C", "C", "C", "H", "H", "H", "H", "N", "N", "O"], "coordinates": [[1.288, 0.330, 0.728], [0.064, 0.069, -0.193], [-1.257, -0.487, 0.095], [2.232, 0.657, -0.180], [1.573, -0.953, 1.467], [0.819, 1.416, 1.457], [-1.619, -1.067, 0.977], [-1.958, -0.562, -0.970], [-0.019, 0.511, -1.436], [-1.122, 0.085, -1.944]], "nbo_charge": [-0.68, 0.03, -0.07, 0.28, 0.25, 0.26, 0.23, -0.10, -0.07, -0.15], "gap_ev": 10.7, "de_lowest_kcal_mol": 149.2, "e_lumo_ev": 0.37}


{"formula": "C3H4N2O", "method": "wB97M-V/def2-TZVPD", "symbols": ["O", "C", "C", "N", "N", "C", "H", "H", "H", "H"], "coordinates": [[1.428, -0.053, -0.627], [0.678, -0.223, 0.903], [-0.521, -0.992, 0.527], [-1.266, -0.276, -0.284], [-0.829, 0.945, -0.620], [0.379, 0.975, 0.036], [2.304, 0.177, -0.284], [-0.881, -1.937, 0.913], [-2.164, -0.557, -0.666], [0.872, 1.940, 0.100]], "nbo_charge": [-0.60, -0.18, -0.06, -0.22, -0.39, 0.11, 0.51, 0.21, 0.42, 0.20], "gap_ev": 8.1, "de_lowest_kcal_mol": 139.1, "e_lumo_ev": -0.07}


What did the third record say?
{"formula": "C3H4N2O", "method": "wB97M-V/def2-TZVPD", "symbols": ["O", "C", "C", "N", "N", "C", "H", "H", "H", "H"], "coordinates": [[1.428, -0.053, -0.627], [0.678, -0.223, 0.903], [-0.521, -0.992, 0.527], [-1.266, -0.276, -0.284], [-0.829, 0.945, -0.620], [0.379, 0.975, 0.036], [2.304, 0.177, -0.284], [-0.881, -1.937, 0.913], [-2.164, -0.557, -0.666], [0.872, 1.940, 0.100]], "nbo_charge": [-0.60, -0.18, -0.06, -0.22, -0.39, 0.11, 0.51, 0.21, 0.42, 0.20], "gap_ev": 8.1, "de_lowest_kcal_mol": 139.1, "e_lumo_ev": -0.07}